(1)
Molecular formula: C4H7N3
Method: DFT, ωB97M-V/def2-TZVPD

Values from the calculation:
- Orbital gap (alpha / beta): 8.364 / 8.363 eV
- Lowest unoccupied orbital energy (alpha / beta): -0.14 / -0.14 eV
- HOMO (alpha / beta): -8.5 / -8.5 eV

Geometry (Å):
C  0.6240  -0.7907  0.1304
N  0.8960  -1.0169  -1.2050
C  -1.3542  -0.2429  0.7708
C  -0.4636  1.0280  0.5857
C  -0.6578  1.8513  -0.4701
N  -0.7398  -1.3297  0.5521
N  1.5389  -0.7271  1.0415
H  1.6470  -1.6854  -1.3173
H  0.0731  -1.3483  -1.6952
H  2.2790  -1.4050  0.8615
H  -2.4028  -0.1126  1.0559
H  -0.1014  1.4128  1.5346
H  -0.4545  2.9137  -0.3916
H  -0.8838  1.4529  -1.4535

In the Löwdin picture, each atom carries the following charge in e:
1. C -0.60
2. N 0.12
3. C -0.15
4. C -0.19
5. C 0.03
6. N 0.13
7. N 0.09
8. H 0.10
9. H 0.09
10. H 0.05
11. H 0.11
12. H 0.10
13. H 0.06
14. H 0.06

---

(2)
Molecular formula: C4H7N3
Method: DFT, ωB97M-V/def2-TZVPD

Values from the calculation:
- Orbital gap: 9.234 eV
- Lowest unoccupied orbital energy: 0.66 eV
- HOMO: -8.6 eV

Geometry (Å):
C  -2.2170  0.7409  -0.3671
N  -0.9497  0.2242  -0.8683
C  -0.3654  -0.9138  -0.4725
N  0.6752  -1.4822  -0.8587
N  1.8304  -1.8585  -0.5119
C  2.0779  0.1260  1.4004
C  1.3155  1.0318  1.6204
H  -2.8091  -0.1225  -0.1383
H  -2.1116  1.3549  0.5275
H  -2.7830  1.3708  -1.0738
H  -0.3367  0.9142  -1.2373
H  2.1620  -2.5815  -1.1551
H  2.7250  -0.6852  1.1631
H  0.7864  1.8809  1.9717

In the Löwdin picture, each atom carries the following charge in e:
1. C -0.09
2. N -0.07
3. C -0.13
4. N -0.09
5. N 0.02
6. C -0.02
7. C -0.01
8. H 0.07
9. H 0.07
10. H 0.08
11. H 0.12
12. H 0.05
13. H 0.00
14. H 0.01

---

(3)
Molecular formula: C4H7N3
Method: DFT, ωB97M-V/def2-TZVPD

Values from the calculation:
- Orbital gap (alpha / beta): 8.110 / 6.344 eV
- Lowest unoccupied orbital energy (alpha / beta): -0.32 / -1.00 eV
- HOMO (alpha / beta): -8.4 / -7.3 eV

Geometry (Å):
C  -0.8740  1.1904  -0.5050
C  -1.0838  -0.9384  0.4580
N  0.1117  -0.9746  1.0586
C  1.1794  -0.4456  0.2928
N  2.3765  -0.5695  0.6592
C  0.6034  0.1978  -0.9620
N  0.9511  0.1212  -2.1037
H  -1.6944  1.0487  -1.2110
H  -0.3266  2.0773  -0.8489
H  -1.2348  1.4607  0.4924
H  -1.1820  -1.4187  -0.5094
H  -1.9599  -0.9070  1.1003
H  0.1609  -0.8016  2.0554
H  2.9725  -0.0407  0.0234

In the Löwdin picture, each atom carries the following charge in e:
1. C -0.06
2. C -0.03
3. N 0.01
4. C -0.39
5. N 0.16
6. C -0.42
7. N 0.16
8. H 0.06
9. H 0.05
10. H 0.05
11. H 0.10
12. H 0.10
13. H 0.15
14. H 0.07

---

(4)
Molecular formula: C4H7N3
Method: DFT, ωB97M-V/def2-TZVPD

Values from the calculation:
- Orbital gap: 10.006 eV
- Lowest unoccupied orbital energy: 0.39 eV
- HOMO: -9.6 eV

Geometry (Å):
C  -2.2504  0.2705  -0.0206
C  -0.8813  -0.3178  -0.2431
N  0.3064  0.4840  -0.1547
C  1.5174  -0.1334  0.1141
N  1.6580  -1.1982  0.8015
C  2.6379  0.5924  -0.4824
N  3.5343  1.1317  -0.9750
H  -2.3707  1.0947  -0.7227
H  -2.5350  0.5578  0.9952
H  -2.9128  -0.5438  -0.3395
H  -0.9213  -0.2427  -1.5740
H  -0.7292  -1.1454  0.5127
H  0.2730  0.9578  -1.0467
H  2.6391  -1.4653  0.8820

In the Löwdin picture, each atom carries the following charge in e:
1. C -0.13
2. C -0.27
3. N -0.02
4. C -0.46
5. N 0.15
6. C -0.14
7. N 0.16
8. H 0.07
9. H 0.07
10. H 0.08
11. H 0.19
12. H 0.12
13. H 0.11
14. H 0.06

---

(5)
Molecular formula: C4H7N3
Method: DFT, ωB97M-V/def2-TZVPD

Values from the calculation:
- Orbital gap: 7.976 eV
- Lowest unoccupied orbital energy: 1.04 eV
- HOMO: -6.9 eV

Geometry (Å):
N  -2.3195  -0.5452  -0.2613
C  -1.1549  0.0230  0.1707
C  -0.0884  -0.8595  0.2302
C  1.0739  -0.0613  0.0493
N  2.3574  -0.6112  -0.0169
C  0.6866  1.2464  0.0457
N  -0.7252  1.3007  0.2049
H  -1.8642  -1.4709  -0.4259
H  -3.2470  -0.2541  0.0320
H  -0.1395  -1.6866  0.9264
H  3.0534  0.0579  -0.3113
H  2.3846  -1.4272  -0.6186
H  1.2766  2.1449  0.0569
H  -1.2700  2.0806  -0.1273

In the Löwdin picture, each atom carries the following charge in e:
1. N 0.10
2. C -0.44
3. C -0.06
4. C -0.38
5. N 0.08
6. C -0.09
7. N 0.07
8. H 0.10
9. H 0.09
10. H 0.11
11. H 0.08
12. H 0.08
13. H 0.09
14. H 0.14

---

(6)
Molecular formula: C4H7N3
Method: DFT, ωB97M-V/def2-TZVPD

Values from the calculation:
- Orbital gap: 9.236 eV
- Lowest unoccupied orbital energy: 1.10 eV
- HOMO: -8.1 eV

Geometry (Å):
C  2.1819  0.1882  0.3457
N  1.1560  0.7390  -0.5204
C  -0.1722  0.2825  -0.4296
N  -1.1864  0.8647  -1.0630
N  -2.3033  0.3255  -0.4979
C  -2.0199  -0.6423  0.4347
C  -0.6400  -0.7399  0.4450
H  2.0176  0.5650  1.3604
H  2.1997  -0.9156  0.3504
H  3.1721  0.5463  0.0114
H  1.5091  0.8856  -1.4492
H  -3.1587  0.3520  -1.0509
H  -2.7985  -1.0374  1.1147
H  0.0426  -1.4136  0.9488

In the Löwdin picture, each atom carries the following charge in e:
1. C -0.13
2. N -0.04
3. C -0.38
4. N 0.06
5. N -0.06
6. C -0.11
7. C -0.05
8. H 0.08
9. H 0.07
10. H 0.08
11. H 0.11
12. H 0.15
13. H 0.12
14. H 0.09

---

(7)
Molecular formula: C4H7N3
Method: DFT, ωB97M-V/def2-TZVPD

Values from the calculation:
- Orbital gap: 9.957 eV
- Lowest unoccupied orbital energy: 0.93 eV
- HOMO: -9.0 eV

Geometry (Å):
C  2.0635  -0.4963  0.2454
N  1.4243  0.4982  -0.5905
C  0.1690  0.9209  -0.4082
N  -0.7277  1.6860  -0.8577
N  -1.9677  -1.0345  -0.7588
C  -1.9862  -0.2724  0.2576
C  -1.0272  0.8602  0.3955
H  1.4119  -0.7037  1.0970
H  2.2349  -1.4331  -0.2953
H  3.0201  -0.1225  0.6258
H  1.8849  0.7935  -1.4385
H  -2.7147  -1.7268  -0.6941
H  -2.7006  -0.3831  1.0862
H  -1.0845  1.4136  1.3358

In the Löwdin picture, each atom carries the following charge in e:
1. C -0.08
2. N 0.02
3. C -0.41
4. N 0.19
5. N 0.10
6. C -0.23
7. C -0.23
8. H 0.09
9. H 0.08
10. H 0.08
11. H 0.14
12. H 0.04
13. H 0.10
14. H 0.11

---

(8)
Molecular formula: C4H7N3
Method: DFT, ωB97M-V/def2-TZVPD

Values from the calculation:
- Orbital gap: 8.702 eV
- Lowest unoccupied orbital energy: 0.19 eV
- HOMO: -8.5 eV

Geometry (Å):
C  0.8928  -0.5510  -0.0162
C  -0.3702  0.2540  0.0726
N  2.0328  0.1513  0.2583
C  -1.5397  -0.5367  0.4119
C  -0.4373  1.5144  -0.4451
N  0.7920  -1.8010  -0.2210
N  -2.7761  -0.5824  0.3583
H  2.9297  -0.2800  0.1073
H  1.9977  1.1566  0.2980
H  1.6591  -2.3120  -0.0680
H  -3.1444  -0.6335  -0.5940
H  -1.0034  -0.2860  1.4797
H  0.3481  1.8820  -1.0857
H  -1.3812  2.0243  -0.5559

In the Löwdin picture, each atom carries the following charge in e:
1. C -0.50
2. C -0.31
3. N 0.13
4. C -0.24
5. C 0.06
6. N 0.13
7. N 0.14
8. H 0.10
9. H 0.08
10. H 0.05
11. H 0.07
12. H 0.17
13. H 0.06
14. H 0.06

---

(9)
Molecular formula: C4H7N3
Method: DFT, ωB97M-V/def2-TZVPD

Values from the calculation:
- Orbital gap: 10.491 eV
- Lowest unoccupied orbital energy: 0.78 eV
- HOMO: -9.7 eV

Geometry (Å):
C  -2.2332  0.2781  -0.2970
C  -0.8746  -0.3736  -0.1254
N  0.2540  0.5524  -0.1693
C  1.4790  -0.0492  -0.1134
N  1.5387  -1.3274  -0.1023
C  2.7166  0.7412  -0.1117
N  3.8013  1.1428  -0.0996
H  -2.3175  0.8001  -1.2549
H  -2.4697  0.9746  0.5141
H  -2.9914  -0.5126  -0.2806
H  -0.7033  -1.1061  -0.9200
H  -0.8326  -0.9466  0.8106
H  0.1199  1.5260  0.0597
H  2.4797  -1.6900  -0.1752

In the Löwdin picture, each atom carries the following charge in e:
1. C -0.09
2. C -0.28
3. N 0.02
4. C -0.46
5. N 0.14
6. C -0.13
7. N 0.15
8. H 0.07
9. H 0.07
10. H 0.08
11. H 0.11
12. H 0.12
13. H 0.14
14. H 0.06

---

(10)
Molecular formula: C4H7N3
Method: DFT, ωB97M-V/def2-TZVPD

Values from the calculation:
- Orbital gap (alpha / beta): 8.130 / 8.131 eV
- Lowest unoccupied orbital energy (alpha / beta): -0.74 / -0.74 eV
- HOMO (alpha / beta): -8.9 / -8.9 eV

Geometry (Å):
C  0.3731  1.6703  -0.5572
N  -0.0691  1.0499  0.6887
N  -0.0002  -1.6538  -0.5918
C  0.5446  -0.0536  1.1339
C  0.6626  -1.2904  0.5031
C  -1.8837  0.6753  0.2749
N  -2.4035  -0.1438  -0.3718
H  -0.8824  -1.1481  -0.8157
H  0.0087  -2.6297  -0.8491
H  0.8893  -0.0073  2.1642
H  1.2670  -2.0509  0.9810
H  0.5812  0.9650  -1.3676
H  -0.3730  2.3912  -0.8808
H  1.2853  2.2259  -0.3119

In the Löwdin picture, each atom carries the following charge in e:
1. C -0.13
2. N -0.12
3. N 0.11
4. C -0.23
5. C -0.14
6. C -0.13
7. N 0.01
8. H 0.05
9. H 0.11
10. H 0.10
11. H 0.12
12. H 0.08
13. H 0.08
14. H 0.09

---

(11)
Molecular formula: C4H7N3
Method: DFT, ωB97M-V/def2-TZVPD

Values from the calculation:
- Orbital gap: 10.151 eV
- Lowest unoccupied orbital energy: 0.19 eV
- HOMO: -10.0 eV

Geometry (Å):
C  1.4483  -0.6443  -0.3463
C  0.1332  1.7168  0.6638
C  -0.4530  0.3544  0.7953
C  0.0816  -0.4798  -0.4322
N  2.5579  -0.7970  -0.1642
N  -0.7850  -2.1789  -1.6381
N  -0.6017  -1.7619  -0.4841
H  -0.1317  2.3678  -0.3087
H  1.1793  1.6041  0.7387
H  -0.0649  2.5413  1.4233
H  -0.2012  -0.3446  1.7319
H  -1.5296  0.3714  0.8702
H  -0.1889  0.1703  -1.2828
H  -1.4443  -2.9194  -1.5669

In the Löwdin picture, each atom carries the following charge in e:
1. C -0.24
2. C -0.14
3. C -0.22
4. C -0.40
5. N 0.20
6. N 0.11
7. N -0.01
8. H 0.13
9. H 0.04
10. H 0.09
11. H 0.16
12. H 0.09
13. H 0.15
14. H 0.05

---

(12)
Molecular formula: C4H7N3
Method: DFT, ωB97M-V/def2-TZVPD

Values from the calculation:
- Orbital gap: 9.694 eV
- Lowest unoccupied orbital energy: 0.59 eV
- HOMO: -9.1 eV

Geometry (Å):
C  -1.9862  0.3641  0.0604
C  0.0354  1.0797  -1.2285
C  0.1696  0.3601  1.1630
C  -0.6084  0.2218  -0.1204
N  -3.1293  0.3794  0.0279
N  -1.3920  -2.1856  0.0385
N  -0.4776  -1.5844  -0.4875
H  -0.8344  1.7288  -1.4802
H  0.9605  1.5510  -0.7838
H  0.1710  0.2978  -2.0081
H  1.2771  0.3171  1.0390
H  -0.0097  -0.3307  2.0148
H  -0.0583  1.3103  1.7503
H  -1.4070  -3.1171  -0.3687

In the Löwdin picture, each atom carries the following charge in e:
1. C -0.28
2. C -0.03
3. C -0.10
4. C -0.48
5. N 0.19
6. N 0.04
7. N 0.05
8. H 0.09
9. H 0.10
10. H 0.08
11. H 0.09
12. H 0.08
13. H 0.11
14. H 0.07